A:
Density functional theory data (wB97M-V/def2-TZVPD) for C4H8N2OS in the gas phase.

The geometry in XYZ format:
```
16
Properties=species:S:1:pos:R:3
C -0.73117 1.21638 -0.67867
C 0.49337 1.29573 0.24941
C 1.85704 -0.57375 -0.23292
C -1.65074 -0.71963 0.39602
H -0.41769 0.79034 -1.62693
H -1.09131 2.23636 -0.87388
H 0.21656 0.82594 1.24132
H 0.73021 2.32371 0.44070
H 2.81668 -0.98864 -0.56962
H 1.39384 -2.41327 0.49984
H -1.23119 -0.70459 1.42958
H -2.62183 -1.18651 0.45390
N 1.69439 0.68630 -0.29984
N 0.95409 -1.53098 0.26734
O -1.86315 0.55061 -0.15366
S -0.54911 -1.80800 -0.54261
```

* LUMO energy: 0.66 eV
* HOMO energy: -9.1 eV
* gap between HOMO and LUMO: 9.81 eV
* SMILES: C1=N\CCOCSN/1
* charge: 0

Here are the Mulliken charges for atoms 1 to 4, given in e:
1. C -0.568
2. C -0.343
3. C 0.022
4. C -0.413

***

B:
Density functional theory data (wB97M-V/def2-TZVPD) for 2 unconnected molecules or ions with the total composition C4H8N2OS.

The geometry in XYZ format:
```
16
Properties=species:S:1:pos:R:3
C 1.44918 -0.47114 -1.15195
C 0.13354 0.31027 -1.10097
C -0.56916 0.42735 0.18529
C -2.16498 0.32372 0.19704
H 3.47516 -0.02348 1.43950
H 1.64315 0.46825 1.68985
H 1.66353 -1.28809 -1.88105
H -0.47849 0.33923 -1.88932
H -0.24338 -0.42870 1.05457
H -2.41048 0.64058 1.09254
H -2.61016 0.89326 -0.58646
H -2.57136 -1.48312 0.82312
N 2.62455 -0.18858 0.93817
N 2.59658 -0.41565 -0.46508
O -2.62760 -1.04132 -0.10718
S 0.08990 1.93744 -0.23810
```

* LUMO energy: 0.41 eV
* HOMO energy: -8.2 eV
* gap between HOMO and LUMO: 8.63 eV
* charge: 0

Here are the Mulliken charges for atoms 1 to 4, given in e:
1. C -0.313
2. C -0.538
3. C 0.369
4. C -1.018

***

Least stable: B

***

A:
Density functional theory data (wB97M-V/def2-TZVPD) for C4H8N2OS in the gas phase.

The geometry in XYZ format:
```
16
Properties=species:S:1:pos:R:3
C 1.23179 -2.21726 -0.05389
C 0.66464 -0.77538 0.13168
C -1.65863 -0.09340 -0.15487
C -0.26539 2.01304 0.10091
H 1.06670 -2.65312 1.09078
H 2.45041 -1.96893 -0.14621
H 0.73044 -2.73424 -1.03434
H 1.18489 0.02574 -0.49040
H 0.43043 -0.56267 1.19293
H -2.32935 1.65115 0.41291
H -0.16738 3.00705 0.63571
H 1.51705 2.56529 -0.46841
N -1.43888 1.26631 0.28926
N 0.62519 1.91686 -0.76963
O -0.66645 -0.82733 -0.50985
S -3.37545 -0.61310 -0.22659
```

* LUMO energy: 0.33 eV
* HOMO energy: -8.4 eV
* gap between HOMO and LUMO: 8.74 eV
* SMILES: [H]/N=C/NC(=S)OCC
* charge: 0

Here are the Mulliken charges for atoms 1 to 4, given in e:
1. C -0.755
2. C -0.375
3. C 0.243
4. C -0.075

***

B:
Density functional theory data (wB97M-V/def2-TZVPD) for C4H8N2OS in the gas phase.

The geometry in XYZ format:
```
16
Properties=species:S:1:pos:R:3
C -0.26987 -0.93645 -0.16265
C 1.25339 -0.80191 0.14915
C 1.53959 0.57816 -0.50769
C 0.24473 1.43513 -0.16746
H -2.62064 -1.30399 -0.26837
H 1.81320 -1.81484 -0.26280
H 1.28049 -0.84310 1.34365
H 2.34617 1.14194 0.00121
H 1.63229 0.75326 -1.58841
H 0.09413 2.12837 0.75546
H 0.07229 2.27339 -0.92457
H -1.34814 0.44972 1.93558
N -0.77553 -2.05104 -0.30701
N -0.88028 0.43694 -0.40317
O -2.11881 -2.19372 -0.30750
S -2.26303 0.74815 0.71459
```

* LUMO energy: 0.26 eV
* HOMO energy: -9.1 eV
* gap between HOMO and LUMO: 9.37 eV
* SMILES: O/N=C1/CCCN1S
* charge: 0

Here are the Mulliken charges for atoms 1 to 4, given in e:
1. C 0.364
2. C -0.237
3. C -0.500
4. C -0.461

***

Least stable: B

***

A:
Density functional theory data (wB97M-V/def2-TZVPD) for 2 unconnected molecules or ions with the total composition C3H7NSi.

The geometry in XYZ format:
```
12
Properties=species:S:1:pos:R:3
C 0.58478 -2.19764 -1.08943
C 0.17262 1.75970 0.18764
C -0.64159 0.42298 -0.11752
N 0.95530 -2.84043 -1.96607
Si 0.13447 -1.16048 0.51520
H -0.37470 2.63497 -0.44276
H 0.27046 2.01653 1.20641
H 1.29938 1.65574 -0.15908
H -0.77535 0.55691 -1.24317
H -1.55570 0.73525 0.24707
H -1.23719 -2.64418 1.14471
H 1.16752 -0.93935 1.71700
```

* LUMO energy: 0.03 eV
* HOMO energy: -10.2 eV
* gap between HOMO and LUMO: 10.24 eV
* charge: 0

Here are the Mulliken charges for atoms 1 to 4, given in e:
1. C 0.160
2. C -1.097
3. C -0.533
4. N -0.355

***

B:
Density functional theory data (wB97M-V/def2-TZVPD) for C3H7NSi in the gas phase.

The geometry in XYZ format:
```
12
Properties=species:S:1:pos:R:3
C 2.36074 -0.04971 0.07300
C -1.20417 -1.02951 -0.20645
C -0.74597 0.23939 0.43307
N 3.22586 -0.79998 0.12440
Si 0.87147 1.07238 -0.08326
H -2.10042 -1.58014 0.23449
H -1.51461 -0.71127 -1.29208
H -0.40397 -1.82656 -0.45119
H -0.84854 -0.07204 1.41981
H -1.43211 0.97767 0.37434
H 1.09493 2.49985 0.84236
H 0.69680 1.27992 -1.46851
```

* LUMO energy: 0.65 eV
* HOMO energy: -11.3 eV
* gap between HOMO and LUMO: 11.97 eV
* SMILES: CC[SiH2]C#N
* charge: 0

Here are the Mulliken charges for atoms 1 to 4, given in e:
1. C 0.192
2. C -0.992
3. C -0.644
4. N -0.362

***

Least stable: A

***

A:
Density functional theory data (wB97M-V/def2-TZVPD) for a molecular structure, CH6N2.

The geometry in XYZ format:
```
9
Properties=species:S:1:pos:R:3
C 0.13648 -1.16361 -0.16277
N -0.10747 1.57116 -0.04483
N 0.44396 0.49920 0.73964
H 0.45528 -0.86470 -1.17712
H 0.79011 -2.01004 0.08847
H -0.90357 -1.38455 0.21564
H 0.41560 1.37684 -0.92321
H -1.07438 1.39956 -0.26555
H -0.15601 0.57615 1.52973
```

* LUMO energy: 1.07 eV
* HOMO energy: -8.6 eV
* gap between HOMO and LUMO: 9.63 eV
* charge: 0

Here are the Mulliken charges for atoms 1 to 4, given in e:
1. C -0.621
2. N -0.453
3. N -0.403
4. H 0.248

***

B:
Density functional theory data (wB97M-V/def2-TZVPD) for 2 unconnected molecules or ions with the total composition CH6N2.

The geometry in XYZ format:
```
9
Properties=species:S:1:pos:R:3
C -0.66049 0.75250 0.78351
N 0.41668 -0.84370 -1.10412
N 0.47532 0.23034 1.15465
H 0.52550 -1.64586 -0.48895
H 1.27677 0.61261 0.65160
H 0.70154 -1.18399 -2.02567
H -0.56621 -0.32391 -0.73606
H -1.45574 0.70026 1.52283
H -0.71338 1.70175 0.24221
```

* LUMO energy: 0.59 eV
* HOMO energy: -9.5 eV
* gap between HOMO and LUMO: 10.07 eV
* SMILES: C=N.N
* charge: 0

Here are the Mulliken charges for atoms 1 to 4, given in e:
1. C -0.385
2. N -0.642
3. N -0.476
4. H 0.245

***

Least stable: A

***

A:
Density functional theory data (wB97M-V/def2-TZVPD) for a gas-phase ion, C2H7N2OS (charge +1).

The geometry in XYZ format:
```
13
Properties=species:S:1:pos:R:3
C -0.49018 -0.19958 0.00795
C 0.64589 1.74400 -0.23091
N -1.11354 0.34464 1.11338
N -0.33854 -1.77937 -0.43296
O 0.62902 0.32979 -0.48226
S -2.24448 0.52834 -0.36114
H -0.19447 2.32863 -0.50807
H 1.58083 2.03633 -0.70818
H 0.87654 2.06918 0.84882
H -1.48307 -0.18412 1.92036
H -1.11276 -1.94076 -1.08783
H -0.53597 -2.29297 0.40018
H 0.50948 -1.58166 -0.94436
```

* LUMO energy: -4.11 eV
* HOMO energy: -13.6 eV
* gap between HOMO and LUMO: 9.45 eV
* SMILES: CO[C@@]1([NH3+])NS1
* charge: +1

Here are the Mulliken charges for atoms 1 to 4, given in e:
1. C 0.404
2. C -0.724
3. N -0.445
4. N -0.247

***

B:
Density functional theory data (wB97M-V/def2-TZVPD) for 2 unconnected molecules or ions with the total composition C2H7N2OS.

The geometry in XYZ format:
```
13
Properties=species:S:1:pos:R:3
C -0.66327 -0.37803 0.26393
C 2.15620 -0.50475 -0.44620
N -0.87141 0.91290 0.27356
N -1.58584 -1.25618 0.03111
O -2.13749 1.62850 0.11479
S 2.88368 0.86715 0.04787
H 1.78948 -0.59643 -1.45349
H 1.87980 -1.31782 0.33750
H 0.04760 1.39236 0.43636
H -1.34913 -2.22708 -0.17723
H -2.61144 -0.94557 0.00716
H -2.42360 1.76132 -0.81451
H 2.88541 0.66363 1.37914
```

* LUMO energy (alpha / beta): -6.15 / -6.15 eV
* HOMO energy (alpha / beta): -12.9 / -12.9 eV
* gap between HOMO and LUMO (alpha / beta): 6.74 / 6.74 eV
* charge: +1

Here are the Mulliken charges for atoms 1 to 4, given in e:
1. C -0.044
2. C -0.228
3. N -0.012
4. N -0.288

***

Least stable: B

***

A:
Density functional theory data (wB97M-V/def2-TZVPD) for 2 unconnected molecules or ions with the total composition CH5N2O.

The geometry in XYZ format:
```
9
Properties=species:S:1:pos:R:3
O -2.54713 0.00314 -0.46117
H -2.64377 -0.09176 -1.41046
N -0.08651 0.18029 -0.09394
C 0.99374 -0.12100 0.58121
N 2.24969 -0.02279 0.18882
H 0.17753 0.82558 -0.84933
H -1.46306 0.05986 -0.20810
H 0.80682 -0.44708 1.62249
H 2.75669 -0.81875 0.55361
```

* LUMO energy: 4.93 eV
* HOMO energy: -3.1 eV
* gap between HOMO and LUMO: 8.02 eV
* charge: -1

Here are the Mulliken charges for atoms 1 to 4, given in e:
1. O -0.871
2. H 0.224
3. N -0.632
4. C -0.031

***

B:
Density functional theory data (wB97M-V/def2-TZVPD) for 2 unconnected molecules or ions with the total composition CH5N2O.

The geometry in XYZ format:
```
9
Properties=species:S:1:pos:R:3
O -0.28244 1.62462 -2.24248
H 0.48318 2.14225 -1.97013
N -0.55543 -0.31577 -0.15566
C 0.12691 -0.59034 0.93111
N -0.11712 -1.52736 1.82568
H -0.88839 -1.07103 -0.71417
H -0.30627 1.01105 -1.44774
H 0.94441 0.07832 1.23028
H 0.59515 -1.35173 2.54312
```

* LUMO energy: 4.64 eV
* HOMO energy: -2.8 eV
* gap between HOMO and LUMO: 7.39 eV
* charge: -1

Here are the Mulliken charges for atoms 1 to 4, given in e:
1. O -0.790
2. H 0.308
3. N -0.773
4. C 0.040

***

Least stable: A

***

A:
Density functional theory data (wB97M-V/def2-TZVPD) for 4 unconnected molecules or ions with the total composition C3H14O3S2.

The geometry in XYZ format:
```
22
Properties=species:S:1:pos:R:3
C -1.72209 1.95109 0.24614
C -1.84070 2.94629 1.38701
C -2.12400 0.53634 0.71296
S -1.61483 -0.89582 -0.31790
S -1.60604 -1.99816 -2.12508
H -2.41102 2.19095 -0.57004
H -0.77829 1.81080 -0.27954
H -1.39781 2.48788 2.27402
H -2.85144 3.27465 1.60243
H -1.18507 3.79012 1.16987
H -1.55180 0.44526 1.64136
H -3.15203 0.39068 1.01866
H -2.85800 -1.76641 -2.57052
H 3.87973 -4.13020 0.25805
H 3.98788 -3.63074 -1.21547
O 4.22184 -4.35137 -0.60810
H 2.27398 0.53659 1.94428
H 2.88921 0.82171 0.53555
O 2.10475 0.89321 1.07756
H 1.78984 -2.27819 -2.63894
H 1.63273 -1.30047 -1.49746
O 2.31316 -1.72420 -2.04485
```

* LUMO energy: -1.00 eV
* HOMO energy: -8.4 eV
* gap between HOMO and LUMO: 7.35 eV
* SMILES: CCCSS.O.O.O
* charge: 0

Here are the Mulliken charges for atoms 1 to 4, given in e:
1. C -0.345
2. C -1.127
3. C -0.612
4. S -0.119

***

B:
Density functional theory data (wB97M-V/def2-TZVPD) for 4 unconnected molecules or ions with the total composition C3H14O3S2.

The geometry in XYZ format:
```
22
Properties=species:S:1:pos:R:3
C 0.56071 1.70111 1.50557
C 0.11286 0.31677 1.84593
S 0.42983 -0.99428 0.53300
S 2.17575 -0.21634 -0.39198
C 1.77408 -0.72293 -2.09451
H 0.32131 2.01465 0.48164
H 0.22913 2.46530 2.21875
H 1.65777 1.75190 1.57132
H -0.97541 0.26389 1.82403
H 0.50442 0.02746 2.81512
H 2.72216 -0.59091 -2.62038
H 0.88771 -0.23700 -2.48908
H 1.64060 -1.79421 -1.95920
H -1.92553 -0.54136 -0.75136
H -2.93504 0.24564 -1.47996
O -2.86672 -0.57876 -0.96581
H -3.55508 -3.99653 -0.75670
H -2.96529 -2.82403 -1.52498
O -2.82836 -3.75678 -1.31988
H -0.13693 4.11104 0.66688
H -0.77070 5.43340 0.35689
O -0.49995 4.89528 1.09479
```

* LUMO energy: 0.31 eV
* HOMO energy: -8.4 eV
* gap between HOMO and LUMO: 8.72 eV
* SMILES: CCSSC.O.O.O
* charge: 0

Here are the Mulliken charges for atoms 1 to 4, given in e:
1. C -1.141
2. C -0.352
3. S -0.144
4. S -0.077

***

Least stable: A

***

A:
Density functional theory data (wB97M-V/def2-TZVPD) for 2 unconnected molecules or ions with the total composition HNO4S.

The geometry in XYZ format:
```
7
Properties=species:S:1:pos:R:3
N 0.55605 2.19183 -0.99206
O 1.62334 2.16236 -1.45958
O -0.73221 -1.19036 -1.15019
O -0.32726 -1.22298 1.69527
O -0.19207 -0.01919 0.81072
S 0.34151 -0.43330 -0.58555
H -1.26937 -1.48837 1.68139
```

* LUMO energy (alpha / beta): -0.48 / -1.10 eV
* HOMO energy (alpha / beta): -8.8 / -9.2 eV
* gap between HOMO and LUMO (alpha / beta): 8.33 / 8.12 eV
* charge: 0

Here are the Mulliken charges for atoms 1 to 4, given in e:
1. N 0.169
2. O -0.150
3. O -0.440
4. O -0.355

***

B:
Density functional theory data (wB97M-V/def2-TZVPD) for HNO4S in the gas phase.

The geometry in XYZ format:
```
7
Properties=species:S:1:pos:R:3
N 1.55012 0.77142 -0.22906
O -1.43671 0.12680 1.38167
O -1.60089 -0.24393 -1.05971
O 0.42290 1.12633 -0.03076
O 0.25930 -1.24085 0.32500
S -0.84467 -0.36287 0.18869
H 1.64996 -0.17689 -0.57583
```

* LUMO energy: -2.63 eV
* HOMO energy: -11.6 eV
* gap between HOMO and LUMO: 8.97 eV
* charge: 0

Here are the Mulliken charges for atoms 1 to 4, given in e:
1. N 0.103
2. O -0.466
3. O -0.491
4. O -0.099

***

Least stable: A